(1)
89
Properties=species:S:1:pos:R:3:mulliken_charge:R:1 method="wB97M-V/def2-TZVPD" orbital_gap_ev=6.3 homo_energy_ha=-0.1752 charge=-1 e_lumo_ev=1.52
Pb 0.47 -1.03 -0.76 1.68
C 1.30 -6.35 1.37 -0.22
S 0.59 -6.16 -0.28 -0.13
C 1.03 -4.51 -0.77 0.23
S 1.70 -3.37 0.33 -0.40
N 0.69 -4.35 -2.02 -1.22
N 0.90 -3.06 -2.44 0.85
C 1.11 -2.89 -3.68 -0.99
C 1.59 -1.57 -4.16 0.87
C 1.91 -1.38 -5.49 -0.88
C 2.54 -0.21 -5.87 -0.23
C 2.84 0.74 -4.91 -1.03
C 2.47 0.48 -3.59 -0.85
N 1.84 -0.63 -3.23 0.09
H 0.58 -6.88 1.99 0.34
H 2.23 -6.92 1.31 0.28
H 1.49 -5.36 1.78 -0.27
H 1.06 -3.72 -4.38 0.30
H 1.68 -2.15 -6.21 0.40
H 2.80 -0.04 -6.91 0.42
H 3.35 1.66 -5.16 0.43
H 2.66 1.20 -2.80 1.10
S -0.68 2.44 -1.13 0.23
C 0.00 3.10 0.37 -0.16
C -0.74 4.06 1.06 -0.68
C -0.30 4.53 2.29 -0.67
C 0.91 4.04 2.80 -0.62
C 1.64 3.09 2.09 -0.39
C 1.19 2.58 0.86 0.39
S 2.07 1.35 0.00 -0.44
H -1.66 4.43 0.63 0.43
H -0.87 5.26 2.84 0.37
H 1.27 4.37 3.76 0.37
H 2.56 2.70 2.50 0.31
S -2.07 -0.63 -2.47 -0.35
C -3.39 -0.66 -1.39 0.17
N -3.76 -1.76 -0.74 -0.07
C -4.91 -1.85 0.16 -0.89
C -5.29 -0.48 0.70 0.06
C -5.34 0.54 -0.42 -0.70
N -4.14 0.44 -1.23 -0.01
H -3.04 -2.47 -0.68 0.25
H -4.63 -2.50 0.98 0.41
H -5.75 -2.30 -0.39 0.40
H -4.54 -0.19 1.44 -0.31
H -6.25 -0.54 1.20 0.42
H -5.40 1.55 -0.01 0.41
H -6.23 0.38 -1.05 0.31
H -3.80 1.25 -1.72 0.05
C -2.80 3.31 -4.55 -0.73
S -2.53 4.51 -3.22 -0.09
C -0.89 4.98 -3.64 0.01
C 0.27 4.37 -3.37 -0.08
S 0.77 2.90 -2.51 0.27
S 1.69 5.11 -4.08 -0.04
C 0.92 6.41 -4.91 0.08
S 1.72 7.51 -5.82 -0.26
S -0.78 6.41 -4.65 -0.10
H -3.86 3.03 -4.52 0.32
H -2.18 2.42 -4.40 0.16
H -2.58 3.76 -5.52 0.37
C 4.94 -3.13 2.45 -1.47
C 3.89 -2.36 3.21 0.86
C 2.75 -3.00 3.69 -0.35
C 1.75 -2.30 4.34 -0.60
C 1.92 -0.94 4.54 -0.15
C 3.04 -0.27 4.08 -0.15
C 4.02 -0.99 3.41 -0.67
S 0.64 -0.04 5.35 1.40
O 1.06 1.34 5.40 -0.68
O 0.27 -0.70 6.57 -0.79
N -0.59 -0.27 4.31 -0.19
C -0.54 0.46 3.04 -0.18
C -1.79 0.16 2.22 -0.39
C -1.94 -1.32 1.85 0.33
O -2.76 -1.99 2.48 -0.78
O -1.22 -1.74 0.88 -0.62
H 4.83 -4.20 2.60 0.34
H 5.94 -2.84 2.77 0.45
H 4.85 -2.93 1.38 0.24
H 2.63 -4.07 3.51 0.20
H 0.86 -2.79 4.69 0.38
H 3.13 0.80 4.23 0.44
H 4.90 -0.48 3.03 0.39
H -1.48 -0.22 4.81 0.37
H 0.35 0.13 2.49 0.05
H -0.45 1.54 3.20 0.12
H -1.75 0.76 1.31 0.00
H -2.68 0.45 2.80 0.46

---

(2)
55
Properties=species:S:1:pos:R:3:mulliken_charge:R:1 method="wB97M-V/def2-TZVPD" orbital_gap_ev="5.6 / 4.7" multiplicity=5 homo_energy_ha="-0.1028 / -0.1185" charge=-2 e_lumo_ev="2.84 / 1.49"
Pd 0.70 0.65 -1.18 0.97
O 1.27 -1.00 0.49 -0.47
S 0.55 -0.41 1.63 1.13
O 1.24 -0.38 2.90 -0.72
N 0.06 0.99 1.07 0.19
C -0.68 1.86 1.83 -0.36
C -1.09 1.64 3.14 -0.55
C -1.88 2.57 3.84 -0.98
C -2.28 3.74 3.27 -0.85
C -1.89 4.02 1.94 1.40
C -2.26 5.21 1.28 -0.63
C -1.86 5.44 0.00 -0.86
C -1.06 4.45 -0.63 0.29
N -0.70 3.34 -0.06 -0.05
C -1.09 3.10 1.22 0.28
C -0.89 -1.44 1.91 0.20
C -1.06 -2.03 3.15 -0.18
C -2.16 -2.85 3.37 -0.61
C -3.07 -3.08 2.34 -0.32
C -2.88 -2.49 1.10 -0.80
C -1.79 -1.66 0.87 -0.49
H -0.78 0.74 3.66 0.41
H -2.16 2.34 4.86 0.36
H -2.89 4.46 3.81 0.33
H -2.87 5.94 1.81 0.38
H -2.13 6.34 -0.54 0.40
H -0.72 4.60 -1.65 -0.19
H -0.34 -1.85 3.93 0.46
H -2.30 -3.32 4.33 0.36
H -3.92 -3.73 2.50 0.35
H -3.56 -2.68 0.28 0.41
H -1.63 -1.23 -0.11 0.43
O -1.09 -3.07 -2.03 -0.78
C -0.27 -2.15 -2.02 0.08
O -0.60 -0.91 -1.89 -0.74
C 1.21 -2.51 -2.12 0.85
C 1.53 -3.84 -2.06 -0.38
C 2.87 -4.27 -2.06 -0.41
C 3.90 -3.35 -2.04 -0.47
C 3.58 -2.02 -2.08 -0.07
C 2.25 -1.54 -2.24 0.48
O 2.06 -0.31 -2.53 -0.90
N 4.66 -1.06 -1.90 0.98
O 5.74 -1.30 -2.44 -0.67
O 4.47 -0.09 -1.19 -0.56
N 3.18 -5.68 -2.03 1.03
O 2.26 -6.48 -2.03 -0.66
O 4.36 -6.02 -2.01 -0.68
H 0.72 -4.56 -2.01 0.60
H 4.93 -3.67 -1.97 0.56
Se 0.03 6.51 -4.54 -0.53
Sb -0.46 4.27 -5.06 0.58
Se 0.89 2.67 -3.04 0.01
Se 2.60 2.47 -1.64 -0.16
Se -2.70 3.61 -5.45 -0.48

---

(3)
11
Properties=species:S:1:pos:R:3:mulliken_charge:R:1 method="wB97M-V/def2-TZVPD" orbital_gap_ev=10.7 homo_energy_ha=-0.3475 charge=0 e_lumo_ev=1.24 smiles=C[C@H]1CN1
C 0.72 -0.80 -1.10 -1.13
C 0.49 0.11 0.08 0.23
C -0.70 0.98 0.21 -0.38
N -0.51 -0.15 1.10 -0.57
H -0.24 -1.25 -1.45 0.29
H 1.20 -0.26 -1.92 0.28
H 1.35 -1.63 -0.81 0.30
H 1.49 0.45 0.47 0.27
H -1.46 0.86 -0.57 0.21
H -0.71 1.97 0.66 0.24
H -1.14 -0.88 0.81 0.26